(1)
50
Properties=species:S:1:pos:R:3:forces:R:3 method="wB97M-V/def2-TZVPD" e_above_lowest_kcal_mol=173.92 gap_ev="4.732 / 5.256" spin_multiplicity=4 total_charge=+2 homo_ev="-13.4 / -14.0"
P 0.067 -0.009 -5.050 -1.188 -1.152 -4.894
P 2.653 -3.223 -4.240 -0.924 -4.930 0.260
C 1.560 -1.061 -5.874 0.619 -0.960 0.849
C 1.688 -2.596 -5.670 0.222 0.629 -0.157
H 2.483 -0.535 -5.591 -0.235 -0.139 0.226
H 1.493 -0.954 -6.969 -0.505 0.511 0.633
H 0.714 -3.110 -5.733 0.420 0.126 0.204
H 2.267 -2.991 -6.539 -0.221 0.180 0.544
C 4.440 -3.076 -4.480 0.281 0.784 -0.038
H 4.979 -3.117 -3.528 -0.190 0.024 -0.026
H 4.705 -2.139 -4.983 -0.045 -0.107 0.192
H 4.807 -3.903 -5.102 -0.396 0.103 0.113
C 2.342 -5.056 -4.258 0.562 0.070 -1.085
H 2.888 -5.603 -5.037 -0.241 0.089 0.108
H 1.267 -5.217 -4.368 0.102 -0.025 -0.024
H 2.638 -5.445 -3.276 0.043 0.055 -0.343
C 0.621 1.508 -5.960 -0.171 0.892 0.589
H 0.051 2.389 -5.651 0.200 -0.037 -0.018
H 0.525 1.388 -7.052 -0.078 -0.137 0.616
H 1.679 1.650 -5.725 -0.155 0.207 0.177
C -0.838 -0.574 -6.654 -0.824 -0.084 -1.075
H -1.149 -1.627 -6.610 -0.029 0.286 0.132
H -0.193 -0.452 -7.535 -0.187 0.032 0.316
H -1.729 0.050 -6.832 0.281 -0.359 0.089
Tc 1.816 1.649 -2.010 -0.347 0.824 4.098
C 0.740 -3.608 -2.090 -0.952 -1.041 0.532
C 2.033 -3.261 -2.483 2.062 5.132 -0.736
C 2.312 -1.417 -2.602 0.177 -0.579 -0.531
C 1.673 -0.227 -2.069 0.728 0.139 -1.650
C -1.985 -0.354 -4.516 1.647 -0.696 3.680
C -2.064 -1.316 -3.588 0.987 -0.549 -0.520
C -1.123 -2.509 -3.496 0.659 0.155 0.011
C -0.468 -2.771 -2.099 -1.296 0.266 -0.225
C 0.002 1.726 -0.867 -1.839 -0.013 0.677
H 0.628 -4.547 -1.559 0.236 0.037 0.117
H 2.890 -3.621 -1.895 -0.413 -0.245 -0.205
H 2.085 -1.240 -3.686 0.424 -0.093 0.804
H 3.428 -1.328 -2.466 -1.099 -0.235 0.192
H 0.971 3.083 -1.782 0.010 0.404 -1.055
H 0.960 0.450 -3.006 -0.065 -1.489 0.163
H -2.647 0.495 -4.499 0.439 0.715 -0.718
H -2.821 -1.292 -2.797 -0.604 -0.059 -0.781
H -0.310 -2.392 -4.241 -0.451 0.130 0.237
H -1.652 -3.440 -3.778 0.022 0.529 -0.030
H -0.285 -1.802 -1.590 0.085 -0.253 -0.136
H -1.222 -3.328 -1.524 0.188 0.467 0.084
H 0.035 1.101 0.048 0.714 0.121 -0.589
H -0.795 1.265 -1.505 0.725 0.384 0.167
H -0.437 2.682 -0.523 0.582 -0.429 -0.404
F 2.864 2.054 -0.527 0.039 0.320 -0.572

(2)
10
Properties=species:S:1:pos:R:3:forces:R:3 method="wB97M-V/def2-TZVPD" e_above_lowest_kcal_mol=192.50 gap_ev="6.776 / 8.121" total_charge=-1 homo_ev="-4.2 / -4.3"
C 1.251 0.266 -1.345 1.852 -0.554 -0.690
C 0.619 -0.135 -0.387 -1.456 0.885 2.025
C -0.157 -0.435 0.735 0.256 -1.641 -1.978
N -2.759 -0.234 -0.486 2.119 0.593 -1.488
N -3.525 -0.468 0.423 -1.964 -0.834 0.451
O -3.153 -0.991 1.518 -0.253 0.293 0.208
O -4.763 -0.235 0.133 0.106 -0.067 0.900
H 2.242 0.193 -1.781 -0.675 0.461 -0.263
H -0.836 0.195 1.273 0.156 0.395 0.118
H -0.367 -1.513 0.724 -0.143 0.468 0.717